{
  "formula": "C5H8O2",
  "method": "ωB97M-V/def2-TZVPD",
  "gap_ev": 10.835,
  "e_lumo_ev": 1.0,
  "homo_energy_ev": -9.87,
  "energy_ha": -345.7681,
  "total_charge": 0,
  "relative_energy_kj_mol": 96.9,
  "smiles": "C1O[C@H]2C[C@@H]1CO2",
  "multiplicity": 1,
  "species": ["C", "O", "C", "C", "C", "C", "O", "H", "H", "H", "H", "H", "H", "H", "H"],
  "positions_angstrom": [[0.12747, 0.17412, 1.41519], [-0.42035, -1.12970, 1.20573], [-0.57563, -1.18074, -0.19220], [0.79153, -0.74629, -0.70171], [0.62958, 0.60487, 0.00924], [-0.65112, 1.06405, -0.68474], [-1.45027, -0.14136, -0.62457], [0.89616, 0.14349, 2.19062], [-0.68239, 0.83366, 1.75270], [-0.97148, -2.15798, -0.46469], [0.83061, -0.64879, -1.79177], [1.60163, -1.38306, -0.34353], [1.48195, 1.28563, 0.02505], [-1.12129, 1.89579, -0.14469], [-0.53560, 1.35568, -1.73575]]
}



{
  "formula": "C18H20F5N2O3PSTeV",
  "method": "ωB97M-V/def2-TZVPD",
  "gap_ev": [4.814, 5.974],
  "e_lumo_ev": [-1.5, -1.3],
  "homo_energy_ev": [-6.27, -7.31],
  "energy_ha": -3483.9808,
  "total_charge": 0,
  "relative_energy_kj_mol": 0.0,
  "s2": 3.79,
  "multiplicity": 4,
  "species": ["V", "N", "C", "C", "C", "C", "C", "C", "C", "C", "N", "C", "H", "H", "H", "H", "H", "H", "H", "H", "Te", "C", "C", "C", "C", "S", "H", "H", "H", "F", "C", "F", "C", "F", "F", "F", "C", "O", "P", "O", "C", "O", "C", "H", "H", "H", "H", "H", "H", "H", "H", "H"],
  "positions_angstrom": [[-1.40242, -1.05505, 0.73343], [0.55007, -0.28347, 0.78944], [1.37852, -1.22943, -0.02434], [2.70961, -1.00454, -0.23951], [3.52340, -2.11997, -0.44412], [3.02261, -3.38474, -0.65757], [1.64792, -3.63404, -0.58903], [1.10329, -4.89398, -0.72526], [-0.19887, -5.03577, -0.24963], [-0.94558, -4.00759, 0.23109], [-0.50156, -2.72097, 0.32831], [0.77411, -2.49046, -0.13670], [0.86381, -0.20331, 1.78282], [0.58971, 0.69447, 0.46652], [3.10494, -0.01482, -0.17824], [4.59237, -1.97950, -0.54303], [3.75879, -4.17966, -0.81138], [1.58285, -5.81806, -1.01847], [-0.68919, -6.00945, -0.35905], [-1.97133, -4.11385, 0.56719], [-2.90471, -1.29447, 2.85320], [-4.67351, -1.93749, 2.06099], [-4.83658, -3.31399, 1.89091], [-6.03985, -3.63718, 1.24383], [-6.76410, -2.55818, 0.91276], [-6.09331, -1.09026, 1.51931], [-4.14143, -4.03177, 2.34416], [-6.39951, -4.61006, 0.91859], [-7.71261, -2.49092, 0.43943], [-3.41712, 1.01703, -0.13094], [-2.37288, 0.26670, -0.70112], [-2.91403, -0.46394, -1.72993], [-1.51475, 1.50833, -1.24422], [-1.46382, 2.54828, -0.36984], [-2.00668, 2.09036, -2.37794], [-0.22047, 1.18311, -1.58442], [0.79005, 4.84312, -1.75706], [2.22137, 4.80447, -1.40038], [2.85374, 3.43567, -0.76423], [3.91824, 4.22754, 0.16221], [4.96858, 4.79032, -0.60787], [1.80396, 2.96953, 0.34763], [1.57581, 3.81957, 1.50522], [0.17541, 4.98378, -0.82742], [0.56670, 3.91827, -2.29422], [0.73320, 5.74793, -2.39243], [5.68553, 4.08805, -1.03254], [5.62827, 5.31288, 0.05748], [4.52304, 5.42472, -1.36025], [0.76048, 3.29654, 1.98381], [1.28813, 4.83713, 1.24988], [2.48978, 3.79916, 2.16294]]
}



{
  "formula": "C4H15N2O2",
  "method": "ωB97M-V/def2-TZVPD",
  "gap_ev": [3.507, 10.864],
  "e_lumo_ev": [0.7, 0.5],
  "homo_energy_ev": [-2.86, -10.39],
  "energy_ha": -421.2507,
  "total_charge": 0,
  "relative_energy_kj_mol": 153.7,
  "s2": 0.75,
  "multiplicity": 2,
  "species": ["C", "O", "C", "C", "C", "N", "N", "H", "H", "H", "H", "H", "H", "H", "H", "H", "H", "H", "H", "H", "H", "H", "O"],
  "positions_angstrom": [[-0.71123, 0.99322, -0.72074], [-0.87041, 2.40319, -0.53202], [0.00601, 0.35824, 0.44731], [0.18509, -1.16095, 0.53282], [0.87597, -1.70004, -0.69508], [2.22632, -1.10152, -0.91369], [1.28770, 1.11349, 0.61678], [-0.07265, 0.91033, -1.61616], [-1.72599, 0.63273, -0.81625], [-1.18457, 2.54405, 0.37181], [-0.70455, 0.54777, 1.28657], [-0.82504, -1.56846, 0.56316], [0.70066, -1.30865, 1.48715], [0.23802, -1.38870, -1.53427], [0.93667, -2.78303, -0.79786], [1.88022, 0.83587, -0.20952], [2.31191, -0.80766, -1.87612], [2.90135, -1.84240, -0.71807], [1.76500, 0.88458, 1.48536], [1.10778, 2.12120, 0.53619], [-3.88756, 0.13588, 0.37114], [-3.24568, 0.36342, 1.75102], [-3.19500, -0.18256, 0.98046]]
}



{
  "formula": "C9H13N3O4P",
  "method": "ωB97M-V/def2-TZVPD",
  "gap_ev": 6.760,
  "e_lumo_ev": -6.2,
  "homo_energy_ev": -12.94,
  "energy_ha": -1156.7135,
  "total_charge": 1,
  "smiles": "[H]/N=C(\\C)Cc1c(C(=O)O)cc[nH+]c1P(=N)(O)O",
  "multiplicity": 1,
  "species": ["H", "N", "C", "C", "C", "C", "C", "C", "O", "O", "C", "C", "N", "C", "P", "N", "O", "O", "H", "H", "H", "H", "H", "H", "H", "H", "H", "H", "H", "H"],
  "positions_angstrom": [[3.56340, -1.78597, -0.54501], [2.70201, -1.63865, -1.11747], [2.21296, -0.37971, -0.74568], [2.97006, 0.55096, 0.39906], [0.82526, 0.23747, -1.38670], [-0.42696, -0.30167, -0.47722], [-0.89765, -1.87542, -0.71227], [-0.21873, -2.91474, -1.78583], [0.53113, -3.95999, -1.33920], [-0.43542, -2.66773, -3.23069], [-2.12779, -2.41471, 0.25172], [-2.77373, -1.35531, 1.35567], [-2.27698, 0.06782, 1.47841], [-1.13537, 0.67266, 0.63421], [-0.69047, 2.49165, 1.00852], [-0.29954, 3.38568, -0.28243], [0.67823, 2.60746, 2.12995], [-2.14032, 3.20152, 1.75026], [2.18433, 0.64675, 1.29028], [3.88660, -0.04182, 0.86395], [3.26383, 1.58376, -0.06944], [0.84625, 1.39154, -1.57724], [0.71486, -0.27254, -2.46063], [-0.80059, -1.73890, -3.33781], [-2.47026, -3.52708, 0.11008], [-3.63081, -1.80096, 2.04351], [-2.73119, 0.67222, 2.22766], [0.66461, 3.78256, -0.16417], [0.64765, 1.79263, 2.71916], [-2.63538, 3.59052, 0.96934]]
}